A molecular structure, C26H28AlN8O2S2, computed with ωB97M-V with the def2-TZVPD basis set.

Properties
Net charge: +1
Largest force on an atom in eV/A: 1.9
HOMO in eV: -10.4
Gap between HOMO and LUMO in eV: 6.4
Calculated total energy in eV: -71695.8423
Energy relative to the best compared isomer or geometry (same formula, charge and spin) in kcal per mole: 30.3

Positions of all 67 atoms, in Å:
Al 0.01290 -0.42630 0.09710
C 5.04350 6.35590 0.15930
O 6.15080 5.49610 0.30810
C 6.05250 4.43970 1.14320
C 4.87950 4.06360 1.79800
C 4.84380 2.92670 2.58020
C 5.99450 2.15040 2.76390
C 7.18510 2.56080 2.14040
C 7.21010 3.66860 1.33110
N 6.08280 1.07880 3.63280
N 5.15000 0.36720 3.98650
C 3.89810 0.24500 3.44120
C 2.77430 0.28220 4.26070
C 1.48640 0.14910 3.75320
C 1.28870 -0.00890 2.39320
O 0.10690 -0.03040 1.78200
C 2.40650 -0.17660 1.55340
N 2.12720 -0.44670 0.25240
C 3.13560 -0.79100 -0.53640
C 4.46050 -0.81980 -0.10870
C 4.76700 -0.44900 1.18740
C 3.73190 -0.10410 2.06400
H 5.32860 7.09220 -0.58980
H 4.80730 6.86870 1.09660
H 4.16040 5.81030 -0.19510
H 3.99290 4.67690 1.73750
H 3.92660 2.67190 3.09380
H 8.07880 1.97450 2.28710
H 8.12190 3.98530 0.84870
H 2.91160 0.48100 5.31080
H 0.63440 0.19110 4.41340
H 2.87580 -1.09420 -1.54330
H 5.23580 -1.13380 -0.78910
H 5.79010 -0.45330 1.53220
N 2.46780 1.87640 -1.35690
C 1.91980 2.76090 -2.42320
C 1.23420 1.90840 -3.48800
C -0.05700 1.22830 -3.02040
N 0.19560 0.07200 -2.13620
C -0.97000 2.23510 -2.32370
C -0.27320 2.97830 -1.18640
N 0.09290 2.02890 -0.11780
C 0.96310 3.71590 -1.71430
H 3.09690 1.14210 -1.70430
H 1.61560 1.43520 -0.89400
H 2.96320 2.42790 -0.65010
H 2.74950 3.31000 -2.88310
H 1.92750 1.15720 -3.87070
H 0.97800 2.56770 -4.31780
H -0.57250 0.87010 -3.92210
H 0.78850 -0.60150 -2.61930
H -0.70720 -0.40910 -2.04750
H -1.84950 1.71850 -1.94090
H -1.32040 2.96310 -3.05190
H -0.96820 3.72740 -0.78900
H -0.78140 1.66970 0.28400
H 0.53700 2.52820 0.65170
H 1.48810 4.20070 -0.88680
H 0.64140 4.50120 -2.39750
S -2.27200 -0.15730 -0.18740
C -2.58000 -1.79860 0.32370
C -3.88880 -2.04480 0.78210
N -4.97030 -2.19020 1.13350
C -1.66790 -2.80800 0.24370
S -0.03270 -2.65110 -0.38090
C -2.04210 -4.10670 0.63780
N -2.31900 -5.17670 0.94080


A molecular structure, C26H28BrClCoN3O9S, computed with ωB97M-V with the def2-TZVPD basis set.

Properties
Net charge: -1
Largest force on an atom in eV/A: 1.5
HOMO (spin up / spin down) in eV: -6.0 / -6.5
Gap between HOMO and LUMO (spin up / spin down) in eV: 8.5 / 9.0
2S+1: 2
Calculated total energy in eV: -181346.8038
Energy relative to the best compared isomer or geometry (same formula, charge and spin) in kcal per mole: 0.0

Positions of all 70 atoms, in Å:
Co -0.34778 0.05793 -1.96161
O 0.59110 1.83418 -1.02747
C 0.02381 3.05040 -0.59708
C -1.06865 3.43918 -1.57827
C -2.34571 2.59423 -1.37205
C -2.71612 1.75391 -2.56126
C -3.34487 2.29814 -3.67409
C -3.71657 1.47352 -4.71855
C -3.52065 0.10592 -4.58635
C -2.88969 -0.35802 -3.45046
N -2.43974 0.44569 -2.48154
H 1.17832 1.41069 -0.34712
H 0.79328 3.83248 -0.57731
H -0.38843 2.94840 0.41544
H -0.66891 3.25731 -2.57839
H -1.28574 4.50339 -1.47202
H -3.19178 3.24452 -1.13934
H -2.20282 1.90901 -0.53485
H -3.53176 3.36395 -3.71515
H -4.16966 1.88274 -5.61235
H -3.83248 -0.58469 -5.35770
H -2.73059 -1.41701 -3.29479
Br -1.34405 -3.56401 -1.82361
C -0.04727 -2.86589 -3.00513
C 0.91309 -3.71089 -3.52761
C 1.74668 -3.20572 -4.51113
C 1.56491 -1.90303 -4.94382
C 0.60018 -1.12971 -4.33003
N -0.19057 -1.59712 -3.35464
C 0.37356 0.33617 -4.69140
O 0.62430 0.69761 -5.83509
O -0.10134 1.03580 -3.73476
H 1.00145 -4.72510 -3.16878
H 2.52023 -3.82974 -4.93956
H 2.16112 -1.46103 -5.72928
Cl 3.96973 -2.38570 -1.41745
C 3.22259 -1.54784 -0.03831
C 2.22112 -0.45510 -0.45022
O 2.14746 0.52776 0.31805
O 1.56783 -0.64531 -1.50639
H 4.02144 -1.11534 0.55649
H 2.67385 -2.29039 0.53473
C 2.65206 2.92847 4.93275
C 2.00291 1.57158 4.86552
C 2.44057 0.61154 3.95875
C 1.85699 -0.64367 3.91899
C 0.81580 -0.93461 4.78213
C 0.34846 0.01161 5.68119
C 0.94696 1.25976 5.72152
S 0.08883 -2.56427 4.77938
O 1.15645 -3.51849 4.66524
O -0.78278 -2.60757 5.92587
N -0.82575 -2.71970 3.43767
C -1.80347 -1.66617 3.13989
C -1.28530 -0.53788 2.22653
C -0.72075 -1.01337 0.86860
O 0.00647 -2.01760 0.82274
O -1.09580 -0.29192 -0.10887
H 3.55787 2.95765 4.32905
H 2.91250 3.17619 5.96295
H 1.97248 3.70108 4.56736
H 3.23565 0.84619 3.26220
H 2.18733 -1.38834 3.20864
H -0.46660 -0.25329 6.34151
H 0.59465 2.00215 6.42897
H -0.25187 -2.89719 2.60066
H -2.13485 -1.25821 4.09743
H -2.66676 -2.13678 2.66437
H -0.48793 0.01261 2.72728
H -2.09498 0.15894 2.01196


A molecular structure, C26H28ClF4N4O4SV, computed with ωB97M-V with the def2-TZVPD basis set.

Properties
Net charge: -1
Largest force on an atom in eV/A: 1.3
HOMO (spin up / spin down) in eV: -4.0 / -2.6
Gap between HOMO and LUMO (spin up / spin down) in eV: 6.5 / 5.2
2S+1: 2
Calculated total energy in eV: -101485.2285

Positions of all 69 atoms, in Å:
V 0.80255 0.10886 0.13468
C 2.63438 2.72186 3.34645
C 1.82980 2.23096 2.15134
N 1.52151 0.78780 2.13804
C 0.70125 0.36256 3.29636
C -0.50000 1.24518 3.56259
C 2.75241 -0.03756 2.10564
C 3.63035 0.29845 0.90302
N 2.77340 0.48363 -0.25858
C 3.30607 0.76377 -1.44912
C 2.44009 0.70864 -2.57249
F 1.14289 0.34020 -2.34035
C 2.82988 0.97778 -3.85764
F 1.91472 0.89033 -4.84329
C 4.13910 1.32311 -4.16102
C 5.01218 1.37398 -3.09177
F 6.30226 1.70897 -3.31159
C 4.63521 1.10936 -1.79005
F 5.59198 1.21231 -0.83110
H 2.82717 3.78962 3.22951
H 3.60087 2.22463 3.42895
H 2.10416 2.58368 4.28980
H 2.35262 2.45485 1.22093
H 0.87845 2.76137 2.09535
H 1.33953 0.30961 4.19000
H 0.36792 -0.65579 3.07616
H -0.21799 2.22827 3.94447
H -1.13164 0.76434 4.30995
H -1.11348 1.38343 2.67405
H 2.41336 -1.07394 2.04260
H 3.32923 0.06802 3.03504
H 4.33506 -0.53209 0.77076
H 4.23458 1.18957 1.11218
H 4.45374 1.54109 -5.16848
C -5.47174 -4.43808 -2.31294
C -4.74260 -3.52066 -1.37092
C -5.31714 -2.33260 -0.93913
C -4.62897 -1.46883 -0.09694
C -3.34666 -1.79230 0.31215
C -2.76141 -2.98866 -0.08838
C -3.46089 -3.83919 -0.92577
S -2.42902 -0.69700 1.36041
O -1.71278 -1.52645 2.29009
O -3.36769 0.27141 1.88700
N -1.36290 -0.02163 0.37505
C -1.46696 1.31675 0.01712
C -2.57859 2.14213 -0.11853
C -2.39178 3.43672 -0.56962
C -1.11435 3.87781 -0.88760
C -0.05395 3.00851 -0.73448
N -0.20835 1.76313 -0.27225
H -6.54552 -4.24926 -2.29829
H -5.30519 -5.48368 -2.05346
H -5.12468 -4.29859 -3.33874
H -6.32103 -2.07870 -1.26017
H -5.08117 -0.54969 0.24911
H -1.77817 -3.27029 0.27263
H -2.99410 -4.76462 -1.23699
H -3.55699 1.76576 0.12817
H -3.24386 4.09409 -0.68234
H -0.93408 4.87790 -1.25660
H 0.96416 3.29217 -0.97775
Cl -0.34787 -4.16569 -2.68186
C 0.24456 -2.71905 -1.81338
C 0.76941 -2.98733 -0.40472
O 0.79227 -4.10294 0.08212
O 1.17588 -1.90334 0.15070
H -0.57719 -2.00321 -1.77338
H 1.04570 -2.29145 -2.41266